1.
C2H2CsFMgO | ωB97M-V/def2-TZVPD

Calculated values
Total charge: +1
Spin multiplicity: 2
Kohn-Sham gap (alpha / beta) in eV: 5.69 / 7.35
<S²>: 0.751

Last column: Mulliken spin population.
CARTESIAN COORDINATES (ANGSTROEM)
H: -0.002 0.932 -1.601  0.001
C: -2.069 0.294 -1.790  0.002
C: -0.983 0.600 -1.082  0.006
O: -0.306 -0.349 -0.414  0.001
Cs: 1.393 1.085 2.929  0.009
Mg: -1.249 -2.131 -0.286  1.011
F: -2.495 -1.037 -1.711  -0.030
H: -2.815 0.962 -2.207  -0.001

2.
C30H43BFN3O4S2Zr | ωB97M-V/def2-TZVPD

Calculated values
Total charge: +4
Kohn-Sham gap in eV: 1.30

Last column: Löwdin charge in e.
CARTESIAN COORDINATES (ANGSTROEM)
C: -2.953 1.729 3.637  -0.098
C: -4.273 1.068 4.050  -0.223
C: -4.326 -0.466 3.984  -0.199
C: -3.729 -1.184 5.179  -0.170
C: -2.287 -0.910 5.523  -0.137
C: -1.264 -1.119 4.382  -0.135
C: -0.557 -2.480 4.607  -0.099
C: -0.526 -3.182 3.205  -0.121
C: 0.797 -3.993 3.146  -0.138
C: 0.999 -4.479 1.694  -0.177
C: 1.696 -3.504 0.754  -0.183
C: 1.719 -3.947 -0.729  -0.149
C: 0.434 -4.536 -1.277  -0.098
N: -0.543 -3.516 -1.721  0.073
C: -0.935 -2.429 -0.865  -0.315
O: -1.654 -2.498 0.084  0.181
C: -0.418 -1.164 -1.530  -0.025
C: -0.218 0.131 -1.092  0.098
C: 0.285 1.109 -1.958  -0.093
C: 0.467 2.496 -1.365  -0.112
C: 0.207 3.719 -2.269  -0.224
C: 1.477 4.445 -2.724  -0.449
S: 2.206 5.372 -1.362  1.054
C: 3.808 4.799 -1.211  -1.090
S: 4.642 3.658 -1.993  0.807
N: 4.447 5.520 -0.127  -0.142
C: 5.512 6.297 -0.209  0.082
C: 5.767 6.743 1.150  0.053
N: 4.864 6.224 1.975  0.151
C: 4.072 5.486 1.236  -0.009
C: 0.527 0.683 -3.253  -0.117
F: 1.018 1.605 -4.212  -0.040
C: 0.334 -0.581 -3.745  0.020
B: 0.552 -1.037 -5.219  -0.751
O: 1.285 -2.121 -5.603  0.183
O: -0.011 -0.247 -6.313  -0.161
C: -1.504 -0.138 -6.240  -0.115
C: -1.963 1.287 -6.040  -0.023
C: -0.124 -1.503 -2.824  -0.031
C: -0.421 -2.951 -3.006  -0.329
O: -0.615 -3.492 -4.061  0.181
H: -3.164 2.636 3.072  0.076
H: -2.371 2.047 4.502  0.073
H: -2.351 1.078 3.002  0.050
H: -5.041 1.417 3.359  0.115
H: -4.585 1.415 5.034  0.121
H: -5.365 -0.779 3.900  0.125
H: -3.862 -0.773 3.037  0.112
H: -4.311 -0.892 6.065  0.153
H: -3.877 -2.265 5.044  0.146
H: -2.164 0.136 5.862  0.157
H: -2.031 -1.538 6.378  0.131
H: -0.498 -0.344 4.370  0.128
H: -1.766 -1.046 3.417  0.091
H: 0.418 -2.364 5.066  0.128
H: -1.165 -3.103 5.260  0.128
H: -0.533 -2.466 2.388  0.086
H: -1.367 -3.864 3.132  0.137
H: 0.655 -4.870 3.774  0.134
H: 1.656 -3.426 3.496  0.126
H: 0.024 -4.796 1.327  0.105
H: 1.613 -5.382 1.788  0.149
H: 1.335 -2.476 0.873  0.104
H: 2.738 -3.474 1.077  0.122
H: 2.515 -4.682 -0.835  0.129
H: 2.016 -3.101 -1.355  0.112
H: 0.630 -5.133 -2.166  0.140
H: -0.044 -5.210 -0.575  0.123
H: -0.445 0.401 -0.070  0.143
H: 1.478 2.560 -0.953  0.118
H: -0.214 2.526 -0.520  0.122
H: -0.368 4.437 -1.689  0.116
H: -0.371 3.403 -3.134  0.110
H: 1.246 5.153 -3.517  0.098
H: 2.222 3.754 -3.114  0.025
H: 6.053 6.545 -1.108  0.162
H: 6.554 7.399 1.489  0.149
H: 3.232 4.904 1.580  0.152
H: 0.694 -2.772 -6.030  0.166
H: -1.882 -0.530 -7.179  0.149
H: -1.855 -0.795 -5.448  0.136
H: -2.077 1.804 -6.989  0.099
H: -1.280 1.845 -5.402  0.066
H: -2.940 1.282 -5.561  0.109
Zr: 2.058 0.444 -6.301  1.946

3.
C5H11N3O2 | ωB97M-V/def2-TZVPD

Calculated values
Kohn-Sham gap (alpha / beta) in eV: 7.55 / 7.55

Last column: Löwdin charge in e.
CARTESIAN COORDINATES (ANGSTROEM)
C: 1.552 1.873 -1.025  -0.066
C: -0.564 1.317 -1.907  -0.629
N: -1.760 0.766 -1.613  0.187
O: 0.271 1.268 -0.819  -0.082
O: -0.239 1.803 -2.968  0.071
H: -2.453 0.759 -2.340  0.112
H: -1.941 0.317 -0.718  0.046
H: 1.450 2.933 -1.256  0.094
H: 2.089 1.381 -1.839  0.095
H: 2.092 1.743 -0.089  0.078
C: -0.925 -1.320 1.037  -0.622
N: -0.850 -2.431 0.315  0.067
C: 0.341 -1.438 2.001  -0.175
C: 1.524 -0.919 1.565  0.125
N: -1.809 -0.403 1.144  0.092
H: 0.176 -2.589 1.417  0.207
H: -1.631 -2.556 -0.327  0.063
H: -1.487 0.433 1.621  0.058
H: 0.143 -1.498 3.068  0.116
H: 1.684 -0.784 0.503  0.081
H: 2.337 -0.654 2.230  0.081

4.
C3H9NO2 | ωB97M-V/def2-TZVPD

Calculated values
Kohn-Sham gap in eV: 10.79
SMILES: CCNC=O.O

Last column: Löwdin charge in e.
CARTESIAN COORDINATES (ANGSTROEM)
C: 1.281 -0.228 -0.118  -0.378
N: 0.048 -0.298 0.366  0.026
C: -1.132 -0.618 -0.446  -0.241
C: -2.075 -1.575 0.286  -0.082
O: 2.235 0.286 0.422  -0.005
H: 1.457 -0.721 -1.082  0.139
H: -0.155 0.202 1.225  0.156
H: -0.776 -0.894 -1.436  0.110
H: -1.645 0.336 -0.631  0.115
H: -2.719 -1.042 0.983  0.069
H: -1.465 -2.259 0.862  0.072
H: -2.738 -2.006 -0.462  0.072
H: 2.641 3.674 0.296  0.033
H: 2.749 2.169 0.005  -0.005
O: 2.292 2.973 -0.270  -0.081

5.
C4H7N4 | ωB97M-V/def2-TZVPD

Calculated values
Total charge: +1
Kohn-Sham gap in eV: 9.44
SMILES: N/C=[NH+]/c1cn[nH]c1

Last column: Löwdin charge in e.
CARTESIAN COORDINATES (ANGSTROEM)
C: 1.340 1.085 -0.322  -0.088
C: 1.553 -1.026 0.074  -0.019
C: 0.608 -0.114 -0.264  -0.243
C: -1.680 0.331 0.204  -0.085
N: 2.613 0.892 -0.092  0.076
N: 2.715 -0.366 0.247  0.030
N: -3.039 0.228 0.096  0.175
N: -0.759 -0.375 -0.397  0.127
H: 1.133 2.124 -0.468  0.118
H: 1.302 -2.006 0.311  0.120
H: -1.300 1.181 0.642  0.136
H: 3.485 -0.886 0.420  0.129
H: -3.584 0.990 0.525  0.146
H: -3.417 -0.707 -0.212  0.162
H: -0.971 -1.351 -0.763  0.216

6.
C52H38BrN2O11P2SW | ωB97M-V/def2-TZVPD

Calculated values
Total charge: -1
Spin multiplicity: 3
Kohn-Sham gap (alpha / beta) in eV: 6.29 / 5.79
<S²>: 2.060

Last column: Mulliken spin population.
CARTESIAN COORDINATES (ANGSTROEM)
W: 1.580 -2.588 0.037  0.675
O: -2.048 -1.025 -0.401  0.006
C: -1.162 -2.025 -0.322  -0.029
O: -0.202 -1.833 0.504  0.057
C: -1.131 -3.123 -1.167  -0.012
C: -1.625 -3.130 -3.603  -0.002
C: -0.733 -4.214 -4.125  0.018
C: 0.247 -4.783 -3.417  -0.012
C: 0.693 -4.425 -2.079  0.032
N: 0.131 -3.679 -1.185  0.007
C: 2.072 -4.892 -1.650  0.003
O: 2.682 -5.737 -2.265  -0.001
O: 2.474 -4.305 -0.554  0.005
H: -2.485 -3.013 -4.266  -0.003
H: -0.934 -4.595 -5.121  0.001
H: 0.870 -5.544 -3.872  -0.001
C: -3.938 5.319 -0.265  0.000
C: -2.436 4.991 -0.248  -0.001
C: -1.625 6.297 -0.341  0.000
C: -2.086 4.282 1.053  0.000
C: -2.336 4.890 2.282  -0.001
C: -2.016 4.273 3.478  0.000
C: -1.435 3.011 3.466  0.000
C: -1.172 2.363 2.270  -0.003
P: -0.428 0.686 2.110  0.000
C: 1.186 0.874 2.961  0.016
C: 1.975 -0.367 3.257  0.006
C: 3.461 -0.363 2.939  -0.014
C: 4.059 0.979 2.727  -0.014
C: 3.316 2.082 2.704  0.001
C: 1.859 2.010 2.710  -0.013
C: -1.562 -0.300 3.173  0.008
C: -2.931 -0.016 3.141  -0.001
C: -3.867 -0.919 3.624  0.000
C: -3.460 -2.138 4.148  -0.001
C: -2.106 -2.440 4.186  0.002
C: -1.174 -1.537 3.696  0.009
C: -1.496 3.025 1.075  0.001
O: -1.182 2.356 -0.075  0.005
C: -1.471 2.880 -1.301  0.006
C: -1.089 2.093 -2.400  0.067
C: -1.372 2.570 -3.671  -0.021
C: -2.010 3.791 -3.849  0.003
C: -2.352 4.550 -2.744  0.006
C: -2.090 4.115 -1.446  -0.002
P: -0.115 0.541 -2.069  0.087
C: 1.257 0.708 -3.252  0.363
C: 2.339 1.531 -2.785  -0.057
C: 3.614 1.261 -3.140  0.280
C: 3.894 -0.099 -3.718  0.044
C: 2.812 -0.415 -4.713  0.249
C: 1.540 -0.092 -4.413  -0.112
C: -1.290 -0.755 -2.689  0.013
C: -0.926 -1.785 -3.464  -0.002
C: -2.145 -3.555 -2.175  0.003
C: -3.519 -2.961 -2.039  0.000
C: -3.688 -1.653 -1.990  -0.001
C: -2.514 -0.738 -1.765  0.009
H: -4.209 5.945 0.586  0.000
H: -4.528 4.402 -0.218  0.000
H: -4.209 5.854 -1.177  0.000
H: -1.849 6.952 0.502  0.000
H: -1.855 6.831 -1.264  0.000
H: -0.556 6.079 -0.330  0.000
H: -2.786 5.875 2.304  0.000
H: -2.220 4.772 4.417  0.000
H: -1.189 2.514 4.396  0.000
H: 1.609 -1.020 4.038  -0.011
H: 4.943 -1.869 2.740  0.007
H: 5.135 1.028 2.620  0.000
H: 3.789 3.049 2.586  0.000
H: 1.311 2.904 2.431  -0.001
H: -3.273 0.918 2.709  0.000
H: -4.923 -0.682 3.564  0.000
H: -4.190 -2.855 4.502  0.000
H: -1.771 -3.398 4.565  0.000
H: -0.135 -1.830 3.687  -0.013
H: -1.080 1.977 -4.530  -0.001
H: -2.222 4.157 -4.845  0.000
H: -2.830 5.511 -2.895  0.000
H: 2.113 2.372 -2.135  0.017
H: 4.438 1.900 -2.863  -0.021
H: 4.890 -0.179 -4.144  -0.021
H: 3.065 -0.968 -5.609  -0.002
H: 0.731 -0.378 -5.072  0.029
H: 0.050 -1.752 -3.926  0.004
H: -2.200 -4.643 -2.134  0.000
H: -4.371 -3.629 -2.096  0.000
H: -4.678 -1.214 -1.947  0.000
H: -2.878 0.288 -1.704  0.002
Br: 5.369 0.342 -0.428  0.010
C: 2.511 -1.021 1.978  -0.043
C: 4.443 -1.367 3.577  0.028
C: 3.857 -2.404 4.482  0.099
C: 2.968 -3.328 4.097  -0.044
C: 2.370 -3.372 2.789  0.123
N: 2.408 -2.445 1.895  -0.046
C: 1.411 -4.473 2.373  0.032
O: 1.237 -5.458 3.065  0.037
O: 0.761 -4.133 1.307  -0.028
H: 5.204 -0.802 4.115  -0.003
H: 4.228 -2.445 5.500  0.001
H: 2.668 -4.129 4.762  0.005
O: 3.913 -1.176 -2.690  0.050
S: 3.256 -0.833 -1.261  0.028
O: 2.076 -0.582 0.778  0.024
O: 1.671 -1.613 -1.591  0.071
O: 3.611 -2.107 -0.470  -0.014

| no. | M (g mol⁻¹) |
| --- | --- |
| 1 | 218.245 |
| 2 | 694.859 |
| 3 | 145.162 |
| 4 | 91.110 |
| 5 | 111.128 |
| 6 | 1224.638 |